No. 1
C22H28N2O3PPtS4 as an isolated structure. Source: OMol25; level of theory: ωB97M-V/def2-TZVPD.

The geometry in ORCA input format:
```
! wB97M-V def2-TZVPD RIJCOSX def2/J DEFGRID3
* xyz 1 1
Pt -0.349 -0.290 -0.311
C -0.935 3.897 0.613
C -1.298 2.475 0.298
N -0.332 1.694 -0.226
N 0.819 2.347 -0.575
C 1.815 1.613 -0.931
S 1.765 -0.122 -0.969
S 3.304 2.464 -1.300
C 4.089 1.341 -2.503
C 3.200 0.925 -3.642
C 3.050 -0.424 -3.944
C 2.234 -0.827 -4.992
C 1.555 0.118 -5.743
C 1.702 1.468 -5.449
C 2.520 1.870 -4.406
C -2.620 2.027 0.526
C -3.593 2.985 0.978
C -4.899 2.670 1.141
C -5.341 1.354 0.879
C -4.470 0.394 0.473
C -3.091 0.685 0.288
O -2.359 -0.306 -0.085
H 0.131 4.064 0.542
H -1.273 4.135 1.619
H -1.433 4.575 -0.082
H 4.512 0.477 -1.993
H 4.923 1.953 -2.853
H 3.581 -1.165 -3.357
H 2.131 -1.880 -5.220
H 0.916 -0.192 -6.559
H 1.180 2.210 -6.039
H 2.629 2.923 -4.179
H -3.283 3.998 1.173
H -5.606 3.419 1.467
H -6.388 1.112 1.007
H -4.781 -0.622 0.272
C -1.626 -4.139 3.389
C -1.862 -4.878 2.091
C -1.151 -6.208 2.002
O -1.497 -4.026 0.940
P -0.212 -3.199 0.683
S -0.235 -2.492 -1.192
S -0.109 -1.440 1.716
O 0.962 -4.176 1.010
C 2.391 -3.887 0.774
C 3.015 -5.202 0.366
C 2.991 -3.297 2.028
H -2.027 -4.729 4.213
H -2.120 -3.168 3.389
H -0.557 -4.001 3.574
H -2.929 -5.019 1.924
H -0.086 -6.108 2.205
H -1.285 -6.656 1.018
H -1.583 -6.880 2.744
H 2.432 -3.175 -0.055
H 2.938 -5.926 1.177
H 4.070 -5.049 0.140
H 2.526 -5.610 -0.518
H 2.900 -3.999 2.858
H 2.520 -2.354 2.302
H 4.051 -3.109 1.856
*
```

Output
E_LUMO (spin up / spin down)	-5.413 / -5.413	eV
orbital gap (spin up / spin down)	5.5713 / 5.5717	eV

Atom charges from the natural (NBO) analysis, given in e for atoms 1 to 4: 0.96 -0.69 0.37 -0.40



No. 2
C17H36NO2PPdSi as an isolated structure at a distorted geometry. Source: OMol25; level of theory: ωB97M-V/def2-TZVPD.

The geometry in ORCA input format:
```
! wB97M-V def2-TZVPD RIJCOSX def2/J DEFGRID3
* xyz 0 5
Pd -0.281 -0.191 -0.385
Si -2.235 -0.250 0.866
P -1.234 -0.196 -2.448
N -0.123 1.768 -0.558
H 1.411 -3.179 0.614
C 0.010 -0.396 -3.750
H -0.479 -0.462 -4.733
H 0.589 -1.307 -3.540
H 0.691 0.467 -3.723
C -2.314 -1.645 -2.650
H -2.702 -1.662 -3.679
H -3.144 -1.603 -1.934
H -1.730 -2.558 -2.459
C -2.180 1.298 -2.854
H -2.745 1.138 -3.785
H -1.483 2.136 -2.983
H -2.861 1.543 -2.033
C -2.515 -2.065 1.294
H -1.639 -2.458 1.811
H -2.709 -2.659 0.396
H -3.382 -2.147 1.962
H -2.178 0.525 2.127
H -3.462 0.227 0.170
C -0.111 3.064 -0.379
C 0.950 5.277 -0.574
C 1.016 3.904 -0.722
C -1.249 3.719 0.221
C -1.295 5.096 0.354
C -0.211 5.883 -0.066
H 1.805 5.908 -0.857
H 1.895 3.388 -1.123
H -2.070 3.066 0.529
H -2.186 5.564 0.786
H -0.265 6.973 0.025
C 1.311 -3.207 -0.492
O 0.959 -1.937 -0.940
C 2.692 -3.567 -1.051
H 2.776 -4.642 -1.243
H 3.477 -3.313 -0.336
H 2.902 -3.033 -1.986
C 0.295 -4.288 -0.794
H 0.261 -4.495 -1.871
H -0.699 -4.018 -0.436
H 0.597 -5.211 -0.294
C 1.197 1.223 4.121
C 0.927 1.092 2.627
O 0.475 -0.205 2.189
C 1.327 -1.265 2.662
C 2.714 -1.218 2.074
H 0.341 0.886 4.716
H 1.367 2.282 4.355
H 2.098 0.671 4.426
H 0.138 1.785 2.330
H 1.829 1.353 2.053
H 1.389 -1.209 3.767
H 0.812 -2.190 2.377
H 3.277 -0.353 2.442
H 3.266 -2.105 2.410
H 2.688 -1.205 0.975
*
```

Output
E_LUMO (spin up / spin down)	0.598 / -1.618	eV
orbital gap (spin up / spin down)	6.2572 / 5.9477	eV

Atom charges from the natural (NBO) analysis, given in e for atoms 1 to 4: 0.74 0.58 1.05 -0.28



No. 3
C3H6N4O2 as an isolated structure at a distorted geometry. Source: OMol25; level of theory: ωB97M-V/def2-TZVPD.

The geometry in ORCA input format:
```
! wB97M-V def2-TZVPD RIJCOSX def2/J DEFGRID3
* xyz 0 1
C -1.287 1.614 0.694
C 1.126 -1.587 -0.588
C -0.150 0.040 0.576
N -1.427 2.392 -0.396
N 1.832 -1.588 -1.731
N -0.152 -0.564 1.771
N 0.068 -0.070 -0.626
O -1.806 1.789 1.776
O 1.196 -2.474 0.240
H -1.023 2.087 -1.268
H -1.981 3.240 -0.357
H 1.706 -0.836 -2.387
H 2.376 -2.399 -1.997
H 0.307 -1.467 1.830
H -0.784 -0.176 2.464
*
```

Output
E_LUMO	0.836	eV
orbital gap	9.1439	eV

Atom charges from the natural (NBO) analysis, given in e for atoms 1 to 4: 0.64 0.76 0.43 -0.84



No. 4
A 3-piece molecular cluster, C27H40BClFN2O2 overall at a distorted geometry. Source: OMol25; level of theory: ωB97M-V/def2-TZVPD.

The geometry in ORCA input format:
```
! wB97M-V def2-TZVPD RIJCOSX def2/J DEFGRID3
* xyz 1 1
Cl -3.206 3.750 -3.832
C -1.761 2.690 -4.011
N -1.538 1.875 -2.768
C -1.167 2.760 -1.566
C -0.826 1.879 -0.384
N -1.077 0.479 -0.775
F -1.125 -0.509 1.308
C -0.211 0.071 -1.817
C -0.375 0.953 -3.009
C -2.482 0.246 -1.146
C -2.751 0.989 -2.439
H -1.896 1.964 -4.834
H -0.843 3.297 -4.131
H -0.274 3.313 -1.908
H -2.006 3.442 -1.386
H 0.245 1.959 -0.128
H -1.402 2.171 0.516
H 0.809 0.065 -1.414
H -0.435 -0.975 -2.060
H -0.644 0.392 -3.897
H 0.485 1.612 -3.165
H -2.591 -0.845 -1.278
H -3.162 0.512 -0.313
H -3.634 1.638 -2.383
H -2.832 0.278 -3.279
C 3.282 1.623 0.888
C 3.511 0.182 0.516
C 4.664 0.061 -0.449
C 3.638 -0.823 1.736
C 5.017 -1.279 2.089
C 2.865 -0.274 2.928
O 2.949 -2.037 1.295
B 2.361 -1.692 0.116
C 1.735 -2.754 -0.769
C 0.326 -2.833 -0.711
C -0.286 -3.820 -1.490
C 0.419 -4.754 -2.253
C 1.792 -4.536 -2.376
C 2.465 -3.535 -1.645
C -1.818 -0.415 2.547
C -2.212 -1.874 2.655
C -2.883 0.638 2.517
C -2.508 1.950 2.883
C -3.399 2.994 2.684
C -4.658 2.735 2.088
C -5.097 1.408 1.970
C -4.218 0.347 2.185
O 2.320 -0.341 -0.166
H 4.208 1.939 1.355
H 3.108 2.254 0.018
H 2.470 1.812 1.593
H 5.616 0.242 0.047
H 4.659 -0.914 -0.957
H 4.463 0.820 -1.195
H 5.668 -0.466 2.385
H 4.951 -1.998 2.910
H 5.425 -1.799 1.231
H 3.458 0.534 3.379
H 1.892 0.126 2.605
H 2.681 -1.073 3.667
H -0.261 -2.104 -0.126
H -1.354 -3.896 -1.507
H -0.032 -5.551 -2.856
H 2.366 -5.176 -3.032
H 3.505 -3.325 -1.743
H -1.046 -0.054 3.176
H -1.250 -2.421 2.920
H -2.880 -2.074 3.479
H -2.672 -2.089 1.671
H -1.522 2.086 3.324
H -3.058 4.007 2.934
H -5.301 3.597 1.828
H -6.095 1.226 1.616
H -4.567 -0.681 2.138
*
```

Output
E_LUMO	-2.214	eV
orbital gap	9.0094	eV

Atom charges from the Löwdin analysis, given in e for atoms 1 to 4: 0.66 -0.46 -0.28 -0.06



No. 5
One molecule with the formula C13H13N3O at a distorted geometry. Source: OMol25; level of theory: ωB97M-V/def2-TZVPD.

The geometry in ORCA input format:
```
! wB97M-V def2-TZVPD RIJCOSX def2/J DEFGRID3
* xyz 0 1
N -5.244 -1.541 -1.773
N 2.522 0.944 -0.336
O 1.452 0.936 -1.263
C -4.262 -1.676 -0.908
C 2.215 0.170 0.657
C 0.890 -0.314 0.450
C 0.475 0.156 -0.744
C -1.092 0.422 -2.656
C -1.847 -0.869 -0.752
C -2.337 0.226 -3.240
C -0.844 -0.099 -1.375
C -3.081 -1.003 -1.364
C -3.342 -0.468 -2.606
N -4.680 -0.843 -2.827
C 3.622 1.776 3.198
C 3.070 -0.278 1.805
C 2.796 0.507 3.096
H -4.346 -2.099 0.057
H 0.341 -0.950 1.108
H -0.364 1.060 -3.124
H -1.703 -1.359 0.218
H -2.474 0.590 -4.228
H -5.172 -0.607 -3.682
H 4.703 1.549 3.059
H 3.475 2.233 4.164
H 3.380 2.543 2.448
H 4.125 -0.202 1.551
H 2.909 -1.364 1.948
H 1.745 0.712 3.217
H 3.068 -0.154 3.899
*
```

Output
E_LUMO	0.468	eV
orbital gap	8.8248	eV

Atom charges from the natural (NBO) analysis, given in e for atoms 1 to 4: -0.19 -0.13 -0.30 -0.03



No. 6
A 10-piece molecular cluster, C6H28N2O9 overall at a distorted geometry. Source: OMol25; level of theory: ωB97M-V/def2-TZVPD.

The geometry in ORCA input format:
```
! wB97M-V def2-TZVPD RIJCOSX def2/J DEFGRID3
* xyz 0 1
C -1.510 2.832 -0.797
C -0.212 2.513 -0.054
C 1.005 2.323 -0.946
C 2.167 1.763 -0.168
C 2.683 2.093 1.045
N 3.731 1.247 1.345
C 3.834 0.410 0.347
N 2.869 0.687 -0.618
H -1.457 3.777 -1.338
H -2.366 2.997 -0.146
H -1.721 1.948 -1.389
H -0.349 1.719 0.677
H 0.004 3.401 0.566
H 0.781 1.608 -1.749
H 1.307 3.260 -1.415
H 2.571 2.946 1.693
H 4.332 -0.543 0.407
H 2.461 0.073 -1.313
H -3.641 -0.020 0.473
H -2.426 0.451 1.326
O -3.390 0.446 1.274
H -2.297 -0.119 3.220
H -0.956 0.724 3.084
O -1.409 -0.107 2.875
H -0.028 -3.441 -1.005
H -1.024 -2.332 -0.612
O -0.799 -2.960 -1.315
H -1.129 -4.009 1.928
H -2.476 -3.495 1.539
O -1.936 -3.650 2.321
H -0.720 1.233 -4.043
H -1.910 0.941 -3.049
O -1.652 1.389 -3.865
H 0.100 -0.299 -1.132
H 0.106 -1.445 -2.086
O 0.394 -0.515 -2.028
H -0.591 -0.581 1.407
H 0.585 -1.543 1.149
O 0.023 -0.876 0.716
H 2.822 -2.872 1.737
H 2.179 -3.387 0.423
O 2.002 -2.880 1.226
H -3.316 -1.237 -2.174
H -4.336 -1.770 -1.088
O -3.471 -1.390 -1.249
*
```

Output
E_LUMO	-0.236	eV
orbital gap	8.0161	eV

Atom charges from the natural (NBO) analysis, given in e for atoms 1 to 4: -0.60 -0.39 -0.45 0.13



No. 7
CH5ClO4Tc as an isolated structure at a distorted geometry. Source: OMol25; level of theory: ωB97M-V/def2-TZVPD.

The geometry in ORCA input format:
```
! wB97M-V def2-TZVPD RIJCOSX def2/J DEFGRID3
* xyz 2 4
Tc 0.007 0.039 -0.667
C 0.307 -0.059 -3.857
H 1.403 0.042 -3.867
H 0.078 -1.104 -4.100
H -0.129 0.595 -4.629
H -0.110 0.200 -2.857
H -1.472 0.279 -0.091
O 1.874 -0.607 3.648
Cl 2.199 -0.540 2.217
O 3.593 -0.795 1.721
O -0.104 -1.501 0.085
O 0.436 1.412 0.269
*
```

Output
E_LUMO (spin up / spin down)	-11.761 / -15.475	eV
orbital gap (spin up / spin down)	8.7779 / 6.0537	eV

Atom charges from the natural (NBO) analysis, given in e for atoms 1 to 4: 1.46 -0.74 0.26 0.27



No. 8
C27H44BN13Sm as an isolated structure at a distorted geometry. Source: OMol25; level of theory: ωB97M-V/def2-TZVPD.

The geometry in ORCA input format:
```
! wB97M-V def2-TZVPD RIJCOSX def2/J DEFGRID3
* xyz 1 6
Sm -0.416 0.083 -0.107
C 3.768 2.695 0.313
C 2.517 3.565 0.081
C 1.608 3.774 1.292
C 1.718 3.086 -1.120
C 1.855 3.673 -2.421
C 0.954 2.957 -3.209
N 0.340 2.019 -2.492
N 0.813 2.084 -1.129
B -0.722 1.067 -3.059
N -0.399 -0.379 -2.799
C -0.760 -1.390 -3.670
C 0.168 -2.402 -3.673
C 1.180 -1.934 -2.704
N 0.871 -0.773 -2.150
C 2.460 -2.652 -2.354
C 3.563 -1.648 -2.040
C 2.139 -3.656 -1.234
N -2.088 1.384 -2.400
C -3.224 1.626 -3.102
C -4.236 1.987 -2.233
C -3.624 1.928 -0.929
N -2.328 1.576 -1.009
C -4.379 2.215 0.360
C -5.513 1.185 0.477
C -3.455 2.223 1.555
H 4.584 3.308 0.756
H 3.587 1.874 1.051
H 4.171 2.249 -0.629
H 2.882 4.566 -0.251
H 2.212 3.852 2.223
H 1.043 4.728 1.197
H 0.870 2.960 1.403
H 2.510 4.494 -2.706
H 0.728 3.047 -4.265
H -0.854 1.298 -4.240
H -1.648 -1.289 -4.295
H 0.159 -3.339 -4.235
H 2.725 -3.235 -3.270
H 3.188 -0.837 -1.378
H 4.426 -2.142 -1.545
H 3.937 -1.165 -2.968
H 1.412 -3.249 -0.501
H 1.694 -4.596 -1.630
H 3.053 -3.931 -0.658
H -3.212 1.564 -4.188
H -5.280 2.217 -2.451
H -4.836 3.208 0.190
H -5.094 0.153 0.522
H -6.111 1.345 1.401
H -6.193 1.228 -0.392
H -3.097 1.193 1.762
H -2.570 2.871 1.405
H -3.984 2.564 2.471
C 1.600 -2.416 2.164
C 2.421 -1.351 1.468
N 1.783 -0.011 1.540
C 1.776 0.495 2.964
C 0.474 1.128 3.381
N -0.729 0.663 2.602
C -1.394 -0.524 3.240
C -0.479 -1.740 3.389
N 0.141 -2.135 2.088
H 1.952 -2.517 3.223
H 1.835 -3.393 1.688
H 2.537 -1.624 0.405
H 3.454 -1.335 1.894
H 2.383 0.604 0.988
H 2.576 1.260 3.106
H 2.041 -0.323 3.674
H 0.559 2.225 3.287
H 0.364 0.950 4.483
H -1.404 1.440 2.649
H -2.277 -0.804 2.629
H -1.773 -0.259 4.248
H -1.103 -2.583 3.777
H 0.291 -1.558 4.180
H -0.316 -2.991 1.791
N -2.381 -1.276 -0.223
C -1.422 -2.111 -0.303
H -3.358 -1.607 -0.236
N 0.943 -7.268 0.740
C 0.108 -6.492 0.465
N -0.969 -5.736 0.162
C -1.085 -4.501 -0.121
N -1.658 -3.443 -0.367
*
```

Output
E_LUMO (spin up / spin down)	-2.975 / -2.490	eV
orbital gap (spin up / spin down)	8.2549 / 8.7334	eV

Atom charges from the Löwdin analysis, given in e for atoms 1 to 4: 1.68 -0.05 -0.36 -0.06



What did we get for ΔE to the lowest compared entry with this formula, charge and spin? Answer: 4.9; 0.0; 40.0; 0.0; 52.6; 7.4; 0.0; 0.0 kcal per mole, in the order shown.
What did we get for E_tot? Answer: -88264.4657; -44439.5053; -13262.5361; -51634.8001; -20207.8622; -28084.4778; -23995.9381; -66660.5443 eV, in the order shown.